Molecular formula: C17H23Cl3KN4OSSeSi
Method: DFT, ωB97M-V with the def2-TZVPD basis set

For the relative energy (zero: lowest compared OMol25 entry of this formula, charge and spin), the calculation gives 51.55 kJ/mol. Its HOMO-LUMO gap is 7.17 eV. The calculation puts the LUMO energy at 2.4 eV. The electronic energy is -163969.73746 eV. The net charge is -1.

CARTESIAN COORDINATES (ANGSTROEM)
K: 0.94 1.20 0.72
C: 5.69 -1.25 4.06
C: 5.52 -0.02 3.18
N: 4.89 -0.31 1.90
C: 5.72 -0.25 0.71
C: 6.38 -1.58 0.36
C: 3.54 -0.55 1.83
S: 2.87 -1.08 0.36
N: 2.92 -0.41 3.01
C: 1.60 -0.35 3.20
O: 0.68 -0.31 2.36
C: 1.24 -0.22 4.67
C: 2.19 -0.01 5.66
C: 1.80 0.16 6.98
C: 0.46 0.13 7.32
C: -0.50 -0.09 6.34
C: -0.10 -0.26 5.02
H: 6.21 -0.98 4.99
H: 6.29 -2.02 3.55
H: 4.72 -1.67 4.30
H: 6.49 0.42 2.97
H: 4.91 0.72 3.71
H: 6.50 0.51 0.88
H: 5.10 0.08 -0.12
H: 6.99 -1.93 1.19
H: 7.01 -1.48 -0.52
H: 5.60 -2.32 0.17
H: 3.24 0.01 5.38
H: 2.54 0.33 7.75
H: 0.15 0.28 8.35
H: -1.55 -0.12 6.60
H: -0.82 -0.42 4.23
C: -3.44 -2.39 2.20
N: -3.61 -1.00 2.55
C: -3.68 -0.49 3.83
C: -3.80 0.85 3.72
N: -3.80 1.15 2.38
C: -3.89 2.48 1.81
C: -3.69 0.01 1.65
Se: -3.73 -0.15 -0.17
H: -3.79 -3.01 3.02
H: -2.39 -2.60 2.00
H: -4.01 -2.60 1.30
H: -3.64 -1.12 4.70
H: -3.86 1.60 4.49
H: -4.53 3.10 2.44
H: -4.32 2.41 0.81
H: -2.91 2.94 1.73
Cl: 1.66 4.71 -0.96
Si: -0.22 3.77 -0.56
Cl: 0.01 3.69 1.62
Cl: -1.49 5.48 -0.63